Computed, not measured: a structure of composition C14H21MoN5O4 at a distorted geometry, with the ωB97M-V functional and the def2-TZVPD basis.

```
45
Properties=species:S:1:pos:R:3:forces:R:3
Mo 0.122 0.150 0.062 -0.271 -0.236 -0.018
C -2.846 -0.272 0.206 -1.399 0.638 -0.962
C -2.620 1.049 -0.550 -1.075 0.282 0.936
O -1.336 1.069 -1.198 0.776 -0.190 0.531
C -1.214 0.547 -2.533 0.499 -0.288 -1.317
C -0.928 -0.965 -2.522 -1.204 0.552 -1.215
O -0.060 -1.203 -1.396 0.562 0.275 -0.213
C 0.363 -2.566 -1.196 0.546 -1.613 0.583
C 1.294 -2.553 0.030 0.767 -0.632 -1.042
O 0.845 -1.614 1.023 -0.099 0.884 -0.366
C -0.098 -2.043 2.020 -0.804 -0.037 1.209
C -1.548 -1.863 1.535 0.383 -1.549 0.864
O -1.568 -0.642 0.765 0.085 0.450 0.457
H -3.214 -1.087 -0.439 0.329 0.135 0.233
H -3.592 -0.124 1.001 0.302 -0.039 -0.066
H -2.586 1.895 0.153 -0.074 -0.232 -0.225
H -3.428 1.243 -1.269 0.251 -0.074 0.110
H -0.365 1.097 -2.969 -0.313 -0.152 0.091
H -2.108 0.779 -3.128 0.174 -0.034 0.208
H -0.437 -1.260 -3.461 0.016 0.065 0.299
H -1.838 -1.580 -2.422 0.369 0.127 0.191
H 0.908 -2.939 -2.076 -0.115 0.232 0.158
H -0.522 -3.211 -1.063 0.143 0.408 -0.045
H 2.297 -2.198 -0.253 -0.294 -0.171 0.111
H 1.401 -3.558 0.460 -0.066 0.263 -0.037
H 0.103 -1.394 2.886 -0.067 -0.247 -0.214
H 0.096 -3.081 2.327 -0.006 0.240 -0.152
H -2.224 -1.791 2.400 0.141 0.154 -0.229
H -1.906 -2.697 0.910 0.103 0.412 0.000
N 3.732 1.949 -1.311 -0.752 -1.191 -0.701
C 2.823 1.004 -1.560 0.448 -0.079 -0.539
N 1.886 1.039 -0.597 0.449 0.315 -0.060
C 2.325 2.080 0.229 0.682 -0.037 -0.709
N 3.431 2.608 -0.219 -0.567 0.892 1.634
C 1.539 2.404 1.393 0.234 0.576 0.463
C 1.847 3.420 2.318 0.117 -0.983 -1.305
N 1.045 3.599 3.323 0.242 1.420 1.482
C -0.034 2.889 3.524 -0.293 -0.662 -0.515
C -0.351 1.880 2.616 -0.661 -0.284 0.307
N 0.428 1.626 1.544 0.470 0.646 0.321
H 4.574 2.195 -1.840 -0.099 -0.088 -0.009
H 2.846 0.327 -2.401 0.103 0.064 -0.024
H 2.727 4.052 2.217 -0.059 -0.097 -0.059
H -0.647 3.110 4.395 -0.021 -0.101 -0.102
H -1.241 1.277 2.760 0.049 -0.013 -0.063
```
Forces are in eV/Å.

Multiplicity: 3
Gap between HOMO and LUMO (alpha / beta): 0.179 / 0.211 Ha
Charge: +4
M: 419.3 g mol⁻¹
Energy: -32307.9476 eV